Entry 1:
{
  "formula": "C5H8O2",
  "method": "the ωB97M-V functional and the def2-TZVPD basis",
  "elements": ["C", "C", "O", "C", "C", "O", "C", "H", "H", "H", "H", "H", "H", "H", "H"],
  "coordinates": [[-1.478, 0.134, 0.616], [-1.406, 0.646, -0.799], [-0.259, 1.169, -1.191], [0.970, 1.107, -0.423], [1.428, -0.329, -0.244], [0.677, -1.072, 0.695], [-0.698, -1.144, 0.426], [-1.054, 0.778, 1.382], [-2.525, -0.072, 0.857], [-0.959, -1.352, -0.702], [0.842, 1.608, 0.542], [1.696, 1.661, -1.024], [1.423, -0.824, -1.226], [2.451, -0.333, 0.138], [-1.110, -1.979, 0.953]],
  "forces_ev_per_angstrom": [[0.2, 0.5, 0.0], [-0.2, 1.1, -0.5], [-0.6, -0.6, 0.2], [0.1, 0.1, 0.4], [0.0, 0.1, -0.1], [0.0, 0.1, -0.1], [-0.7, -0.5, -2.1], [0.1, 0.1, 0.2], [0.2, 0.0, -0.1], [1.0, -0.4, 1.4], [0.0, 0.0, -0.1], [-0.1, -0.1, 0.1], [-0.1, 0.0, 0.1], [0.0, 0.0, -0.1], [-0.1, -0.4, 0.6]],
  "de_lowest_kj_mol": 388.0,
  "orbital_gap_ev": 9.1,
  "energy_ev": -9405.8108,
  "spin_multiplicity": 1
}

***

Entry 2:
{
  "formula": "C24H31F2N5RuSSe",
  "method": "the ωB97M-V functional and the def2-TZVPD basis",
  "elements": ["Ru", "N", "C", "N", "C", "C", "C", "C", "C", "C", "S", "H", "H", "H", "H", "H", "H", "C", "C", "N", "C", "N", "C", "C", "C", "N", "C", "H", "H", "H", "H", "H", "H", "H", "H", "H", "H", "H", "H", "H", "C", "C", "C", "C", "C", "C", "Se", "C", "C", "C", "H", "H", "H", "H", "H", "H", "H", "H", "H", "H", "H", "F", "C", "F", "H"],
  "coordinates": [[-0.068, 0.213, -0.229], [-0.901, 0.768, -3.296], [-1.085, -0.486, -2.890], [-0.678, -0.982, -1.711], [-0.962, -2.372, -1.627], [-0.590, -3.238, -0.607], [-0.958, -4.568, -0.706], [-1.671, -5.045, -1.805], [-2.005, -4.197, -2.845], [-1.635, -2.865, -2.739], [-1.879, -1.608, -3.925], [-0.544, 1.505, -2.705], [-1.332, 1.079, -4.153], [0.004, -2.892, 0.226], [-0.670, -5.255, 0.079], [-1.943, -6.089, -1.858], [-2.520, -4.566, -3.721], [-3.454, -1.830, 3.327], [-3.520, -1.700, 1.822], [-2.208, -1.267, 1.322], [-1.051, -1.333, 1.997], [0.058, -0.774, 1.442], [1.339, -0.925, 2.159], [1.113, -0.930, 3.656], [0.175, -2.058, 4.001], [-1.025, -1.981, 3.163], [-2.232, -2.661, 3.656], [-4.357, -2.302, 3.709], [-3.364, -0.845, 3.788], [-4.256, -0.963, 1.507], [-3.774, -2.658, 1.362], [-2.233, -0.735, 0.469], [1.983, -0.093, 1.891], [1.837, -1.847, 1.840], [0.687, 0.025, 3.970], [2.061, -1.062, 4.176], [-0.150, -2.000, 5.039], [0.656, -3.030, 3.857], [-2.110, -2.800, 4.727], [-2.300, -3.651, 3.198], [2.179, 3.329, -6.026], [2.115, 2.688, -4.674], [2.001, 3.454, -3.516], [1.968, 2.887, -2.252], [1.899, 3.806, -1.065], [2.051, 1.482, -2.145], [2.199, 0.597, -0.472], [2.169, 0.676, -3.308], [2.237, -0.828, -3.316], [2.189, 1.305, -4.544], [2.140, 4.414, -5.961], [1.351, 2.990, -6.651], [3.100, 3.045, -6.535], [1.962, 4.533, -3.604], [1.965, 4.841, -1.392], [2.710, 3.627, -0.359], [0.954, 3.707, -0.538], [2.463, -1.276, -2.353], [2.996, -1.158, -4.023], [1.281, -1.241, -3.654], [2.279, 0.695, -5.435], [-1.576, 2.279, -0.837], [-1.035, 1.863, 0.364], [-2.070, 1.582, 1.181], [-0.429, 2.668, 0.781]],
  "forces_ev_per_angstrom": [[1.2, 0.1, -0.7], [-0.3, 0.0, 0.1], [0.0, 0.3, -0.1], [-0.5, 0.2, 0.1], [0.2, 0.0, 0.1], [0.0, 0.0, 0.0], [0.0, 0.0, 0.0], [0.0, 0.0, 0.0], [0.0, 0.0, 0.0], [0.0, 0.0, 0.0], [0.0, 0.0, 0.0], [0.1, -0.1, 0.0], [0.0, -0.1, 0.0], [0.0, 0.0, 0.0], [0.0, 0.0, 0.0], [0.0, 0.0, 0.0], [0.0, 0.0, 0.0], [0.0, 0.0, 0.0], [0.0, 0.0, 0.0], [-0.1, 0.0, 0.0], [0.1, 0.1, 0.1], [-0.5, -0.2, 0.7], [0.0, -0.2, -0.1], [0.0, 0.0, 0.0], [0.0, 0.0, 0.0], [0.0, 0.0, 0.0], [0.0, 0.0, 0.0], [0.0, 0.0, 0.0], [0.0, 0.0, 0.0], [0.0, 0.0, 0.0], [0.0, 0.0, 0.0], [0.1, -0.1, 0.0], [0.0, 0.0, 0.1], [0.0, 0.0, 0.0], [0.0, 0.0, 0.0], [0.0, 0.0, 0.0], [0.0, 0.0, 0.0], [0.0, 0.0, 0.0], [0.0, 0.0, 0.0], [0.0, 0.0, 0.0], [0.0, 0.0, 0.0], [0.0, -0.1, 0.0], [-0.1, 0.0, 0.0], [0.1, 0.1, 0.1], [0.1, 0.0, 0.0], [0.0, -0.4, -0.4], [-0.3, 0.3, 0.1], [0.0, 0.1, 0.0], [0.0, 0.0, 0.0], [0.0, 0.1, 0.0], [0.0, 0.0, 0.0], [0.0, 0.0, 0.0], [0.0, 0.0, 0.0], [0.0, 0.0, 0.0], [0.0, 0.0, 0.0], [0.0, 0.0, 0.0], [-0.1, -0.1, 0.1], [0.0, 0.0, 0.0], [0.0, 0.0, 0.0], [0.1, 0.0, 0.0], [0.0, 0.0, 0.0], [0.2, 0.1, 0.0], [-0.5, 0.0, -0.2], [0.0, 0.1, 0.0], [0.0, -0.1, 0.1]],
  "charge": 2,
  "de_lowest_kj_mol": 38.1,
  "orbital_gap_ev": 6.7,
  "energy_ev": -117026.7653,
  "spin_multiplicity": 1
}

***

Entry 3:
{
  "formula": "C18H23BN2O4Pd",
  "method": "the ωB97M-V functional and the def2-TZVPD basis",
  "elements": ["C", "C", "C", "N", "C", "C", "C", "B", "O", "O", "C", "C", "C", "C", "C", "C", "C", "O", "C", "N", "C", "C", "C", "C", "O", "H", "H", "H", "H", "H", "H", "H", "H", "H", "H", "H", "H", "H", "H", "H", "H", "H", "H", "H", "H", "H", "H", "H", "Pd"],
  "coordinates": [[5.576, -1.387, 2.505], [4.380, -1.275, 2.345], [3.021, -0.939, 1.735], [2.499, 0.306, 2.065], [1.273, 0.430, 1.462], [0.523, 1.770, 1.713], [-0.812, 2.099, 1.147], [-1.572, 3.490, 1.370], [-3.002, 3.464, 1.205], [-0.947, 4.716, 1.672], [-0.540, 5.318, 0.400], [-1.480, 1.056, 0.322], [-0.785, -0.299, 0.040], [-1.541, -1.355, -0.834], [-2.740, -0.736, -1.662], [-4.095, -0.906, -0.855], [-5.285, -0.007, -1.408], [-4.899, 1.353, -1.702], [0.586, -0.569, 0.605], [1.170, -1.797, 0.273], [2.396, -1.986, 0.839], [3.136, -3.346, 0.518], [4.464, -3.171, -0.324], [4.250, -2.607, -1.799], [2.868, -2.440, -2.177], [6.683, -1.328, 2.662], [1.016, 2.552, 2.369], [-3.291, 4.281, 0.737], [-0.898, 4.731, -0.505], [-0.858, 6.395, 0.306], [0.596, 5.329, 0.370], [-2.506, 1.312, -0.082], [-2.002, -2.099, -0.101], [-0.859, -1.948, -1.504], [-2.891, -1.295, -2.639], [-2.602, 0.345, -1.950], [-3.993, -0.654, 0.251], [-4.474, -1.976, -0.884], [-5.813, -0.447, -2.300], [-6.049, 0.041, -0.568], [-4.717, 1.355, -2.664], [2.449, -4.044, -0.051], [3.324, -3.845, 1.522], [5.259, -2.552, 0.170], [4.903, -4.213, -0.441], [4.868, -1.660, -1.906], [4.690, -3.364, -2.524], [2.818, -1.531, -2.535], [-4.097, 3.433, 2.815]],
  "forces_ev_per_angstrom": [[0.7, 0.5, 0.3], [-2.1, 0.9, -1.7], [1.9, -0.8, 1.0], [-1.8, -2.7, -2.3], [-1.6, 1.2, -0.2], [-1.2, -0.2, -0.8], [0.7, -3.1, -0.7], [0.2, 1.2, 0.7], [2.7, 0.6, -2.8], [-1.0, -1.8, -1.4], [1.5, 0.6, -0.8], [2.0, 1.0, 1.6], [0.6, 0.0, 0.3], [-0.1, 0.9, 0.2], [-1.1, -0.5, 0.1], [-0.6, 0.5, -0.2], [-0.6, -0.4, 0.9], [0.3, -0.9, -0.7], [-0.8, 0.6, -0.2], [1.7, 1.9, 2.1], [-0.8, -0.1, -0.6], [-0.2, 0.5, 0.4], [0.2, -0.6, -0.4], [1.1, -0.7, -0.3], [0.8, 1.3, 0.3], [-1.7, -0.4, -0.1], [-0.4, -1.1, -0.8], [0.0, -0.4, 0.3], [0.3, 0.7, 1.0], [0.0, -1.3, 0.4], [-1.4, -0.1, 0.0], [1.3, -0.7, 0.3], [0.7, 0.7, -0.7], [-0.3, 0.6, 1.0], [0.5, 0.6, 1.2], [0.1, -1.1, 0.4], [0.2, -0.2, -1.2], [0.7, 1.1, 0.0], [0.7, 0.2, 0.8], [0.8, 0.0, -1.1], [-0.2, 0.3, 0.8], [0.5, 1.2, 0.7], [0.1, 0.6, -1.2], [-1.0, -0.6, -0.3], [-0.6, 1.2, 0.3], [-1.0, -0.9, 0.0], [-0.4, 1.0, 0.9], [-0.2, -0.9, 0.1], [-1.5, -0.3, 2.5]],
  "charge": 2,
  "orbital_gap_ev": 2.7,
  "energy_ev": -34339.9271,
  "spin_multiplicity": 1
}